# 1
77
Properties=species:S:1:pos:R:3:forces:R:3 method="wB97M-V/def2-TZVPD" spin_multiplicity=2 lumo_energy_ev="-12.02 / -12.03" homo_energy_ha="-0.61204 / -0.61730" homo_lumo_gap_ev="4.64 / 4.77" de_lowest_ev=0.000 charge=+3
Pd 0.45269 0.24341 -1.68696 1.01 0.23 -0.54
S 0.34509 -1.99625 -1.58563 0.23 0.10 -0.07
P -0.42009 -1.26572 2.39393 0.05 -0.02 -0.04
P -0.51643 0.91771 0.12332 -0.47 -0.31 0.47
P -1.05645 1.12262 -4.25402 -0.04 0.04 -0.42
F -2.29444 2.08327 -4.13270 0.10 -0.05 0.06
F -0.28039 1.98619 -2.97457 0.02 -0.09 0.18
F -0.31123 2.04613 -5.28523 0.01 -0.04 0.11
F 0.31789 0.15157 -4.16695 -0.23 -0.11 -0.08
F -1.67869 0.17872 -5.33811 0.02 0.10 0.03
F -1.67388 0.17541 -3.04878 -0.04 -0.04 -0.16
N 2.52443 -0.26137 -2.81857 -0.11 -0.28 -0.02
C 3.49131 -2.04813 -4.11029 -0.06 0.22 0.05
C -4.36333 -1.23023 3.32073 0.03 -0.02 -0.01
C 2.92572 -2.22937 4.48504 -0.02 0.03 -0.06
C -5.03791 0.59368 0.39709 0.02 -0.02 -0.05
C 3.39240 -3.37388 -4.52668 0.02 -0.06 -0.03
C 1.30113 2.98901 0.38615 0.01 -0.05 0.00
C 4.49555 -1.16795 -4.58091 -0.07 0.05 0.07
C 1.47503 -2.42748 -2.69736 0.15 -0.03 -0.14
C 3.46949 0.58011 -3.29604 -0.18 0.13 -0.02
C -4.37571 -0.45892 4.47413 -0.02 0.01 0.02
C 0.02856 2.58534 -0.06353 0.00 0.06 0.02
C 1.43714 -3.79536 -3.20504 -0.07 0.08 0.15
C -2.96437 -0.20735 -0.51089 0.07 -0.08 -0.08
C -0.81454 3.50415 -0.71448 -0.01 -0.01 -0.02
C 2.11226 -1.65245 3.53718 0.08 0.04 -0.09
C -3.16798 -1.47709 2.66456 0.01 -0.04 0.02
C -1.98625 -0.94733 3.18014 -0.02 -0.01 0.04
C 3.38010 1.99981 -2.86962 0.02 0.04 0.01
C 0.73178 -1.93871 3.52916 -0.08 -0.01 0.03
C 2.39042 -3.12491 5.41348 0.02 -0.02 0.04
C -0.39786 4.81103 -0.88007 0.00 -0.05 0.00
C 1.70487 4.29499 0.20797 -0.01 0.03 -0.01
C 0.29651 0.23328 1.62060 -0.09 0.20 0.17
C -4.35949 1.55324 1.14105 0.07 0.02 -0.03
C -2.28190 0.76491 0.22047 -0.05 0.09 0.07
C -4.34449 -0.28618 -0.42366 -0.04 0.04 0.05
C 2.53179 -1.52226 -3.21194 -0.27 -0.03 0.24
C 0.85445 5.20315 -0.42099 -0.01 0.00 0.00
C 2.36756 -4.24712 -4.08058 -0.06 0.05 0.02
C -1.99368 -0.18411 4.35554 0.04 0.04 0.01
C -3.19579 0.06694 4.99072 -0.02 -0.01 -0.02
C 1.03577 -3.44396 5.39852 -0.04 0.01 -0.02
C 0.20806 -2.86456 4.46179 -0.07 -0.04 0.04
C 4.47643 0.13880 -4.16331 0.07 -0.09 -0.09
C -2.98237 1.65092 1.05064 -0.01 -0.02 0.06
H 2.34666 2.27925 -2.66202 0.02 0.00 -0.02
H -3.21496 0.65641 5.89689 0.01 0.01 0.01
H -1.07169 0.20130 4.77501 0.01 0.00 0.00
H 2.67164 4.61988 0.56690 0.01 -0.01 0.00
H 2.54101 -0.96035 2.82509 0.02 0.01 0.01
H 3.97884 -1.98848 4.51934 0.01 0.01 -0.02
H -6.11741 0.54315 0.44749 -0.01 -0.01 0.00
H -3.15621 -2.08621 1.77099 0.00 -0.01 -0.02
H 0.63480 -4.14196 6.11969 -0.02 -0.01 0.00
H -4.90611 2.23864 1.77383 -0.01 0.01 0.01
H 0.24878 1.02649 2.37955 0.04 -0.04 -0.01
H 2.33707 -5.25960 -4.45782 -0.04 -0.02 0.02
H -1.78042 3.19256 -1.09073 0.00 0.00 0.01
H 0.63191 -4.42940 -2.85595 0.03 -0.07 -0.02
H 4.12363 -3.75387 -5.23302 0.02 0.01 0.00
H -5.31097 -0.27464 4.98558 -0.01 0.00 0.01
H 3.97369 2.14025 -1.96000 -0.01 -0.01 0.01
H 3.78754 2.66576 -3.62819 0.00 -0.01 0.00
H -0.84774 -3.10499 4.44856 0.00 -0.01 0.02
H -2.43695 -0.87080 -1.18498 -0.03 0.04 0.06
H 1.17316 6.22868 -0.55168 0.01 0.01 0.00
H 1.34534 0.04617 1.38939 0.00 0.00 0.00
H -2.46115 2.41475 1.61574 0.01 0.02 -0.01
H -5.28375 -1.64844 2.93747 -0.01 -0.01 -0.01
H -1.04649 5.52207 -1.37203 0.00 0.01 0.00
H 5.21422 0.84392 -4.51918 0.01 0.01 0.00
H 5.25319 -1.52469 -5.26779 0.00 -0.01 -0.01
H -4.88004 -1.01720 -1.01357 0.00 -0.01 -0.01
H 1.96325 2.29470 0.88885 0.00 -0.02 0.01
H 3.04002 -3.57699 6.15131 0.00 -0.01 0.01

***

# 2
24
Properties=species:S:1:pos:R:3:forces:R:3 method="wB97M-V/def2-TZVPD" lumo_energy_ev=-5.04 homo_energy_ha=-0.43242 homo_lumo_gap_ev=6.73 de_lowest_ev=4.461 charge=+1
N 2.39040 1.91698 1.36648 -0.34 -0.32 0.30
N -1.77310 0.66384 1.35387 2.35 0.80 -0.33
C 1.88288 1.07932 0.67780 0.91 0.39 0.00
C -0.48635 -2.80979 0.66796 -0.79 1.46 0.39
C 2.20022 0.50687 -1.68987 0.30 1.57 -0.08
C 1.51548 0.25006 -0.32084 -1.12 0.77 -1.16
C -0.34137 -1.25108 0.73590 0.77 -0.45 -1.66
C -1.76873 1.64194 0.50278 -1.60 -3.33 0.07
C -2.25310 1.37732 -0.87688 4.05 -2.30 -2.09
C -1.31259 -0.55538 1.53225 -1.33 0.24 -0.82
C 0.59151 -0.83247 -0.23523 0.28 -0.59 2.46
H 1.86609 1.47302 -2.30813 0.54 -2.08 1.67
H 2.09061 -0.35707 -2.35018 -0.07 0.09 0.21
H -0.37650 -3.13139 1.68894 0.28 -0.75 0.30
H -3.17477 1.78607 -1.07827 -2.28 0.89 -0.32
H 3.19799 1.96341 2.01071 -0.73 -0.34 -0.69
H -1.51994 -3.04619 0.36281 0.58 -0.27 -0.13
H 0.94685 -1.71820 -0.78563 -0.39 0.91 -0.55
H 3.26018 0.60306 -1.40886 -0.16 0.18 -0.81
H -1.52228 1.91199 -1.58065 -0.93 -0.37 0.91
H -2.16098 0.24986 -1.26954 -0.52 2.41 1.44
H 0.29153 -3.21376 -0.00722 -0.79 -0.11 0.69
H -1.93249 -1.16167 2.22961 0.60 0.41 -0.46
H -1.61156 2.65328 0.78220 0.41 0.80 0.66

***

# 3
11
Properties=species:S:1:pos:R:3:forces:R:3 method="wB97M-V/def2-TZVPD" lumo_energy_ev=0.11 homo_energy_ha=-0.34446 homo_lumo_gap_ev=9.49 de_lowest_ev=3.929 charge=0
N 1.94623 0.24727 0.18042 -0.14 -0.04 -0.19
N 0.83379 0.41223 0.90596 -0.15 0.02 0.14
C 1.51870 -0.15519 -1.00896 0.15 0.04 -0.04
C -2.65259 0.22549 1.49357 0.61 -0.09 -0.42
C -0.29349 0.12312 0.20749 0.14 -0.08 -0.13
C -1.64098 0.04733 0.71771 -0.27 0.22 0.44
C 0.11732 -0.23496 -1.05655 -0.02 0.00 0.01
H 2.22506 -0.39911 -1.79026 -0.03 0.14 0.12
H 0.91602 0.74733 1.85360 -0.09 -0.13 -0.13
H -2.32108 -0.62883 0.12565 -0.38 0.01 0.12
H -0.53507 -0.48769 -1.87961 0.18 -0.10 0.08

***

# 4
14
Properties=species:S:1:pos:R:3:forces:R:3 method="wB97M-V/def2-TZVPD" lumo_energy_ev=-4.79 homo_energy_ha=-0.47135 homo_lumo_gap_ev=8.04 de_lowest_ev=6.006 charge=+1
N 0.34186 1.78373 -0.40118 0.14 1.12 0.36
C -0.84395 1.43182 -0.38119 -0.69 2.47 -1.98
C 0.10862 -2.01845 0.62359 -0.15 1.42 2.10
C 1.56609 1.64460 -0.53736 0.97 -0.64 -0.23
C 0.13309 -0.82414 -0.13298 0.30 1.75 -0.90
C -1.09821 0.05973 -0.06685 -1.57 -3.74 0.45
H 2.31035 1.78366 0.28360 -0.73 0.07 -0.78
H -2.13585 -0.35951 -0.49469 2.33 0.81 1.11
H 1.00058 -2.13961 1.26722 -0.15 0.35 -0.27
H 1.80571 1.35224 -1.56825 0.73 0.19 0.49
H -1.59006 2.17937 -0.73569 0.30 -0.65 0.73
H 0.29654 -2.74583 -0.06243 0.49 -2.63 -2.27
H -0.77392 -2.19986 1.17707 -1.05 -0.59 0.73
H -1.12084 0.05225 1.02915 -0.91 0.07 0.46

***

# 5
18
Properties=species:S:1:pos:R:3:forces:R:3 method="wB97M-V/def2-TZVPD" smiles="CC(C)=O.C=C=CO" lumo_energy_ev=-0.05 homo_energy_ha=-0.32934 homo_lumo_gap_ev=8.92 de_lowest_ev=4.632 charge=0
O 0.74632 -1.91983 0.06741 -1.10 0.32 0.48
O -1.79054 -1.78844 -0.43821 1.14 0.02 0.13
C 0.57351 -0.73733 0.39487 4.72 1.59 -2.00
C -1.45703 -0.54058 0.04959 -1.97 1.27 -2.42
C 0.72616 -0.20021 1.80285 -1.45 -0.32 0.39
C -1.24113 1.61443 -1.43113 0.87 0.27 -0.21
C 1.51666 0.30044 -0.60602 -0.78 -1.50 1.40
C -1.13786 0.49107 -0.79500 -1.89 -1.33 1.80
H 1.45478 1.37802 -0.46628 -0.38 0.00 0.06
H 0.58930 0.87934 1.84712 0.08 -0.01 -0.15
H -0.05211 -0.64800 2.42143 0.22 -0.08 0.33
H 1.70625 -0.47221 2.19381 0.00 -0.06 -0.19
H -2.08312 -0.29405 0.90799 0.64 0.22 0.22
H 2.48072 -0.00962 -0.20430 0.25 0.06 -0.17
H -0.92883 -2.23920 -0.58866 -0.14 -0.24 0.15
H -0.47002 2.37425 -1.45403 0.20 -0.16 -0.21
H 1.48269 0.01196 -1.65362 -0.22 -0.03 0.05
H -2.11577 1.79997 -2.04782 -0.19 -0.03 0.32

***

# 6
54
Properties=species:S:1:pos:R:3:forces:R:3 method="wB97M-V/def2-TZVPD" spin_multiplicity=2 lumo_energy_ev="-6.31 / -5.79" homo_energy_ha="-0.42433 / -0.42484" homo_lumo_gap_ev="5.24 / 5.77" charge=+1
V -1.02181 1.20651 -2.46402 6.66 -2.02 4.68
Cl 0.05817 -5.44179 0.76553 -0.55 -0.18 -0.39
Cl -2.95040 -5.51635 0.77124 1.18 0.64 0.48
Cl -1.31853 -4.93908 3.21722 -0.51 0.08 -0.45
Cl -5.19621 -1.95897 2.09983 0.43 -0.04 -0.05
Cl 4.03142 -2.15529 2.65557 -1.20 -0.73 -0.01
Cl -4.88748 -0.96566 4.81255 0.08 -0.02 -0.36
Cl 1.40264 -2.13576 3.93057 -0.36 0.49 -0.13
Cl 2.38686 -4.69502 3.10319 0.55 1.03 -0.13
Cl -5.04336 0.88902 2.58203 0.26 -0.15 -0.05
O -0.90568 -0.27766 -0.75169 -2.22 4.37 -5.99
O -1.32233 -1.13005 1.04451 -2.24 -1.03 3.33
O 0.55802 1.45753 -2.17645 -4.82 -0.36 -2.20
O 0.52552 -1.64705 0.03829 -1.79 0.46 -0.04
N 2.54283 1.60190 0.14462 0.08 1.27 -0.78
N -0.60314 -1.05028 0.12097 5.29 -2.57 0.95
N -1.29598 2.62553 -0.69679 0.22 2.89 2.56
N -0.77715 -0.62381 -3.92426 -1.23 0.65 0.16
C -0.14975 -2.77770 -5.60336 0.54 -0.11 -0.89
C 2.54408 1.05075 1.35098 0.28 0.56 -0.33
C -0.58717 4.78227 0.29778 0.65 -1.46 -2.28
C -1.44048 -4.76153 1.44772 0.37 -0.24 0.22
C 3.37458 1.47690 2.35404 1.13 2.04 0.33
C -1.41384 -0.77768 -5.11540 1.13 -0.91 -1.15
C 2.34863 -2.90814 2.70915 1.31 -1.31 -0.05
C 4.16711 2.66851 2.16725 -0.97 -1.11 -0.95
C 0.08131 -1.58148 -3.58281 1.48 -0.66 0.24
C 3.33693 2.69204 -0.08895 -0.34 -1.76 1.14
C 0.43874 -2.67561 -4.38719 -0.76 1.22 1.81
C -1.90151 3.29612 1.67551 0.50 1.04 -1.17
C -1.00895 -1.77068 -6.04345 -0.79 0.35 1.24
C -0.59067 3.85763 -0.78743 -2.28 -1.63 1.58
C 4.14094 3.29417 0.89166 -0.43 -1.88 -0.05
C -1.30608 4.51336 1.42874 0.99 0.81 1.70
C -1.85163 2.43907 0.62889 0.22 -2.27 -2.68
C -4.45620 -0.72640 3.09303 -0.36 0.53 0.91
H -1.20484 5.16625 2.28306 -0.13 0.50 -0.11
H 3.41165 2.96060 -1.13236 -0.12 0.37 -0.07
H 4.80025 3.06127 2.94909 0.06 -0.13 0.08
H 0.13886 5.57603 0.20166 -0.44 0.45 0.16
H -2.22856 -0.10974 -5.35309 0.13 0.25 -0.09
H 0.16941 -3.63209 -6.18176 -0.41 0.11 -0.62
H -2.29699 3.04615 2.64891 -0.18 -0.22 -0.21
H -3.36674 -0.69261 3.08784 -0.26 -0.36 -0.53
H -2.22411 1.46352 0.90452 -0.10 -0.50 -1.00
H -1.41800 -1.83214 -7.04109 -0.29 0.19 0.11
H 1.10750 -3.39284 -3.93468 0.05 -0.11 -0.31
H 0.62594 -1.53718 -2.65125 -0.33 0.58 0.42
H 3.34885 0.85482 3.23651 0.37 0.45 0.43
H 1.95929 -2.89883 1.69109 -0.22 0.60 0.36
H 4.86008 3.99907 0.50137 -0.05 0.52 0.68
H -1.36203 -3.69887 1.21815 -0.62 -0.21 0.01
H -0.11269 4.10080 -1.72489 0.19 -0.18 0.01
H 1.88271 0.23047 1.58788 -0.15 -0.31 -0.52